[1]
15
Properties=species:S:1:pos:R:3:forces:R:3 method="wB97M-V/def2-TZVPD" homo_energy_ev=-8.72 spin_multiplicity=1 smiles="O=C[C@H]1OC[C@H]2N[C@@H]21" total_charge=0 gap_ev=9.123
O -3.268717 -0.451902 -0.100879 2.2 1.5 -1.9
C -2.138418 0.019021 0.029197 -2.7 -3.6 5.1
C -0.827544 -0.056412 -0.657161 -0.9 2.0 -5.5
O -0.296816 1.263682 -0.290951 -0.9 1.5 0.1
C 0.941670 1.082825 0.326570 1.8 0.4 2.7
C 1.486016 -0.012377 -0.451825 -1.7 -0.5 -0.5
N 1.649382 -1.340470 -0.178450 -2.4 -2.1 2.9
C 0.062942 -0.957453 -0.012530 2.4 -2.0 -0.8
H -1.915474 0.118209 1.200968 0.0 1.0 -1.8
H -0.934709 -0.045491 -1.862412 0.3 -0.3 2.7
H 1.506437 2.012694 0.125593 -0.4 -0.2 0.7
H 1.010866 0.673093 1.474072 -0.4 1.8 -2.2
H 1.364033 0.229409 -1.533932 0.8 -0.5 0.6
H 1.589270 -1.577106 0.917050 1.3 0.8 -2.9
H -0.228942 -0.957715 1.014688 0.7 0.1 0.8


[2]
15
Properties=species:S:1:pos:R:3:forces:R:3 method="wB97M-V/def2-TZVPD" homo_energy_ev=-8.76 spin_multiplicity=1 total_charge=0 gap_ev=9.381
C 2.827509 0.406157 0.159306 -0.1 0.6 0.1
N 1.949519 -0.403185 0.542865 -2.4 0.9 1.7
C 0.340200 0.276099 0.812066 7.4 -1.2 -1.1
C -0.322042 -0.286044 -0.114647 -6.8 2.1 1.4
C -0.378243 -1.439519 -1.011279 0.2 -0.1 -0.2
C -2.010532 0.458025 0.249352 1.2 -1.3 -2.4
O -2.968568 -0.051327 -0.265866 0.2 0.0 0.5
O -2.086994 1.617585 0.933549 0.7 -0.3 0.2
H 2.637468 1.457356 -0.102767 0.0 0.0 0.2
H 3.871555 0.083845 0.119458 -0.1 -0.2 -0.3
H 0.368713 1.163972 1.416637 -0.5 -0.2 0.2
H -0.154619 -1.135247 -2.034339 0.1 -0.1 0.0
H 0.333717 -2.196287 -0.685979 0.1 0.0 -0.1
H -1.388055 -1.852747 -0.998031 0.0 0.1 0.0
H -3.019629 1.901317 0.979676 0.3 -0.4 -0.2


[3]
15
Properties=species:S:1:pos:R:3:forces:R:3 method="wB97M-V/def2-TZVPD" homo_energy_ev=-8.47 spin_multiplicity=1 total_charge=0 gap_ev=9.113
C -1.430142 -0.157644 0.402109 2.0 -1.3 0.0
C -0.129654 -0.718536 -0.302285 0.0 2.3 -2.2
C 2.023629 -0.553661 -0.130876 4.8 -3.2 -0.6
C 2.062503 0.742546 -0.122165 -1.4 0.8 -0.6
C 0.030956 0.535784 0.438718 -2.8 -2.4 3.0
H -2.753057 0.815496 -1.201841 1.2 -2.3 3.1
H -3.645349 0.264370 0.407473 4.4 -0.8 -3.3
H -1.410601 -0.865378 1.325660 -1.4 2.1 -1.1
H -0.146141 -0.429396 -1.413539 0.0 -0.8 1.4
H 2.833602 -1.268754 -0.363514 1.0 1.6 0.6
H 2.856264 1.399256 -0.037365 1.8 0.6 -0.4
H 0.392861 0.207358 1.475318 -0.5 0.9 -1.1
N -2.634898 0.043591 -0.380655 -4.2 2.0 1.7
O 1.072487 -1.431396 0.012947 -4.4 -2.8 -0.3
O 0.877540 1.416367 -0.109979 -0.6 3.3 -0.1


[4]
15
Properties=species:S:1:pos:R:3:forces:R:3 method="wB97M-V/def2-TZVPD" homo_energy_ev=-9.36 spin_multiplicity=1 smiles="CCC=C=O.N=C=O" total_charge=0 gap_ev=9.765
C 0.108402 -0.171577 2.321948 1.8 0.1 1.4
C -0.660883 0.283811 1.060304 0.6 2.0 0.7
C -0.831833 -0.635108 -0.198151 -3.3 3.3 4.6
C 0.068149 -1.240486 -0.808770 2.2 -2.3 -2.8
O 0.718760 -1.831277 -1.558880 1.0 -0.4 -0.1
H -0.203671 0.489898 3.204753 0.2 -1.1 -1.2
H 1.242770 -0.016081 2.299123 -1.4 0.1 -0.5
H 0.090260 -1.228072 2.621657 -0.8 0.2 -0.1
H -0.039309 1.263152 0.878026 -1.6 -1.6 -0.6
H -1.652971 0.637297 1.495776 1.0 -0.6 -1.3
H -1.840378 -0.952627 -0.472993 0.3 0.2 0.0
N 0.241242 1.067702 -3.189146 0.9 1.1 -0.9
C 1.197586 0.844289 -2.513826 -0.2 -0.2 -1.0
O 2.241130 0.640348 -2.088360 1.7 -0.1 1.4
H -0.679253 0.848732 -3.051462 -2.4 -0.5 0.5


[5]
15
Properties=species:S:1:pos:R:3:forces:R:3 method="wB97M-V/def2-TZVPD" homo_energy_ev=-9.00 spin_multiplicity=1 smiles="C1=NO[C@H]2CC[C@H]1O2" total_charge=0 gap_ev=8.786
C -1.904205 1.019641 -0.178050 -1.8 1.7 0.8
N -2.434963 -0.113552 -0.026816 -1.3 -1.0 -0.3
O -1.899206 -1.410773 -0.148929 1.4 1.4 0.6
C -0.356194 -0.975200 0.007723 0.3 -1.1 2.2
C 1.283849 -1.108001 -0.158675 0.7 0.1 1.5
C 1.484775 0.613499 -0.105570 2.0 0.5 -0.6
C -0.071612 1.162367 -0.050892 0.5 -2.3 0.2
O -0.407495 -0.028444 -0.874767 -0.4 2.4 -2.7
H -2.711773 1.892063 -0.158189 2.3 -1.5 0.0
H -0.499437 -0.496525 1.025891 0.1 -2.3 -0.7
H 1.689619 -1.650514 -1.037930 -0.8 0.8 0.2
H 1.881569 -1.552290 0.738708 -1.4 0.9 -1.3
H 2.101435 1.155307 -0.964188 -1.1 -1.7 1.9
H 1.925603 0.689650 0.910767 0.3 0.8 -0.9
H -0.081961 0.802770 1.020924 -0.9 1.4 -0.9


[6]
15
Properties=species:S:1:pos:R:3:forces:R:3 method="wB97M-V/def2-TZVPD" homo_energy_ev=-8.96 spin_multiplicity=1 smiles="C[C@@H](O)C=C=NC=O" total_charge=0 gap_ev=9.102
C 1.435569 0.229716 0.682240 1.3 -0.1 1.3
C 0.439964 -0.066588 -0.389971 -0.8 -0.1 0.4
O -0.044053 -1.294726 0.091407 -1.1 -1.9 -0.2
C -0.671558 0.900917 -0.407348 -1.6 -1.1 0.0
C -1.900560 0.445187 -0.274810 -2.6 0.5 0.3
N -3.076436 0.111519 -0.127555 3.6 1.2 -0.7
C -4.266303 -0.463401 0.109784 -0.5 0.1 1.2
O -5.224006 0.117675 0.587572 0.7 -0.9 -1.0
H 0.981212 0.717789 1.615012 0.4 -1.2 -1.3
H 2.244491 0.887517 0.416623 0.3 0.4 -0.5
H 1.891770 -0.793835 0.853685 -0.3 1.4 0.5
H 0.796467 -0.143479 -1.421418 0.7 -0.2 0.2
H -0.974765 -1.503150 -0.126364 0.9 0.3 -0.2
H -0.487941 1.893420 -0.657838 0.1 1.7 -0.1
H -4.124018 -1.542096 -0.115539 -0.9 0.1 0.2


[7]
15
Properties=species:S:1:pos:R:3:forces:R:3 method="wB97M-V/def2-TZVPD" homo_energy_ev=-9.62 spin_multiplicity=1 total_charge=0 gap_ev=10.505
C 0.579136 -0.385693 -1.064342 2.1 3.7 0.4
C -0.545949 -0.983876 -0.259897 -0.2 -2.6 -1.8
C 0.939626 0.150184 0.487557 2.6 -4.9 -1.7
C -0.123253 0.902541 1.014557 -4.7 2.0 -0.9
C -1.366005 0.193126 0.418595 3.0 1.2 -1.3
H 2.239041 -1.702032 -0.970691 -2.4 2.4 -2.9
H 0.219697 0.481034 -1.675548 0.9 -1.1 -0.2
H -1.007022 -1.855330 -0.894910 0.1 1.4 2.0
H 1.953836 0.275959 0.926394 -0.6 -0.1 -0.7
H -0.100997 1.454467 1.910434 0.2 0.0 1.3
H -1.641450 2.137924 0.397297 0.2 0.7 0.2
H -2.392988 0.157745 0.751471 0.3 -0.3 0.4
N -0.894610 1.632096 -0.063673 -0.6 -2.6 0.3
O 1.733988 -1.095961 -1.744039 -1.0 -1.2 4.6
O 0.406950 -1.362185 0.766797 0.1 1.3 0.5


[8]
15
Properties=species:S:1:pos:R:3:forces:R:3 method="wB97M-V/def2-TZVPD" homo_energy_ev=-7.23 spin_multiplicity=1 smiles=CNc1occc1O total_charge=0 gap_ev=7.923
C 2.193215 -0.371904 -0.015118 2.2 0.3 1.8
N 1.016558 -1.168386 -0.122799 -3.1 0.1 -3.9
C -0.334100 -0.636775 -0.344058 5.2 2.6 2.8
O -1.394316 -1.418553 -0.257724 -1.1 2.6 0.9
C -2.420499 -0.410127 0.009942 -2.2 -5.0 -0.4
C -1.961374 0.807444 0.010569 -0.9 5.0 -0.8
C -0.555551 0.763646 -0.081925 2.7 -3.4 -2.8
O 0.612668 1.661451 -0.300712 -5.3 2.2 3.9
H 2.286861 0.512847 -0.669596 -0.5 -0.8 0.5
H 3.226400 -0.938358 -0.199556 -2.5 0.6 0.6
H 2.076084 -0.064841 1.084051 1.5 0.5 -1.3
H 1.025097 -1.944262 0.453769 -0.1 -1.7 1.1
H -3.421859 -0.878055 0.135479 1.1 0.7 -0.4
H -2.650059 1.720101 -0.159912 1.2 -1.6 1.0
H 0.300878 2.365777 0.457590 1.8 -2.0 -2.9


[9]
15
Properties=species:S:1:pos:R:3:forces:R:3 method="wB97M-V/def2-TZVPD" homo_energy_ev="-7.09 / -7.09" spin_multiplicity=1 total_charge=0 gap_ev="7.394 / 7.388"
C 0.198447 -1.305592 -0.620251 1.1 -2.4 -3.4
C 1.052421 -1.327558 0.384957 1.1 -4.1 0.7
C -2.428168 -0.450814 -0.111737 3.9 1.1 1.4
C 0.134869 0.592976 0.422677 -2.0 3.4 -0.2
C 1.051890 1.690622 -0.112161 1.3 -2.8 1.5
N -0.410311 -0.097319 -0.702933 -4.3 0.6 0.4
O -2.680679 -0.116345 0.984349 -0.4 -0.3 -1.4
O 0.925429 -0.268964 1.171333 0.7 -0.2 1.9
H 0.284700 -1.997778 -1.531264 -0.5 0.9 1.7
H 1.645638 -2.260824 0.674275 -0.6 2.0 -0.2
H -2.845083 -1.050292 -0.890071 -0.8 -0.5 -0.6
H -0.698169 1.080733 1.059167 1.2 -1.0 -0.6
H 1.462029 2.122363 0.814169 0.4 0.4 -1.0
H 0.559869 2.285388 -0.784748 -1.4 2.0 -1.1
H 1.747111 1.103403 -0.757761 0.3 0.7 0.8


[10]
15
Properties=species:S:1:pos:R:3:forces:R:3 method="wB97M-V/def2-TZVPD" homo_energy_ev=-8.27 spin_multiplicity=1 smiles="C=C=C(C)/C=[N+](/[O-])O" total_charge=0 gap_ev=8.812
C -2.145508 -1.167787 0.140607 -2.7 1.8 0.8
C -0.905784 -0.815477 0.105091 0.1 -0.2 -0.4
C 0.366863 -0.521702 0.078247 0.4 1.5 0.0
C 1.404909 -1.399000 0.706700 0.1 -1.1 3.3
C 0.988333 0.739455 -0.466988 -0.6 -0.5 -0.2
N 0.356913 1.862484 -0.745527 1.5 0.0 1.4
O 0.863121 2.987555 -0.912096 0.2 0.0 -0.8
O -0.971640 1.858624 -0.548424 -2.8 1.6 -0.7
H -2.923199 -0.574887 0.749445 1.7 -0.9 -0.1
H -2.758558 -1.703679 -0.564762 0.7 -0.6 -0.6
H 2.107592 -0.806633 1.419531 -0.9 -0.8 -1.6
H 1.931783 -1.861372 -0.139441 0.3 -0.2 0.7
H 0.949024 -2.196548 1.503481 0.9 1.7 -2.5
H 2.083148 0.804252 -0.504347 -0.7 0.1 -0.1
H -1.346997 2.794716 -0.821517 1.7 -2.4 0.7


[11]
15
Properties=species:S:1:pos:R:3:forces:R:3 method="wB97M-V/def2-TZVPD" homo_energy_ev=-8.99 spin_multiplicity=1 smiles="O=C1CN[C@H]2C[C@]12O" total_charge=0 gap_ev=9.729
O -2.031522 -1.306946 -0.506112 -0.3 0.4 0.6
C -1.182221 -0.643270 0.015080 0.7 0.2 -1.3
C -1.211409 0.900845 0.443954 -1.8 0.3 -1.3
N 0.161928 1.436661 0.171625 -0.4 1.2 0.6
C 0.612190 0.398124 -0.686117 -1.0 -0.5 -1.2
C 1.607128 -0.716797 -0.675500 0.7 0.3 0.4
C 0.312793 -0.880829 0.102057 0.1 -0.4 0.3
O 0.581545 -0.782067 1.487430 0.0 -1.2 1.0
H -1.599241 0.988034 1.445739 0.3 0.3 0.5
H -1.965185 1.408014 -0.247422 0.8 -0.7 0.8
H 0.092252 2.362065 -0.305524 0.2 -1.1 0.6
H -0.100080 0.342794 -1.576692 1.3 -0.2 0.5
H 1.886313 -1.182432 -1.619703 -0.2 0.1 0.2
H 2.405197 -0.624863 0.099753 -0.6 -0.3 -0.9
H 0.430316 -1.699338 1.851430 0.2 1.5 -0.6


[12]
17
Properties=species:S:1:pos:R:3:forces:R:3 method="wB97M-V/def2-TZVPD" homo_energy_ev=-9.72 spin_multiplicity=1 total_charge=0 gap_ev=8.828
C 0.306971 1.320430 0.165449 0.7 -1.7 -0.9
C -0.821533 1.466041 1.247340 0.7 -1.3 0.0
C -0.847098 -0.876682 -0.085428 -0.7 -2.4 -1.5
C 0.299241 1.948952 -1.203985 0.4 1.3 0.6
C -1.287214 -1.922321 0.889591 -0.7 -1.2 2.3
N -0.738515 0.400681 0.475993 0.9 1.2 -0.3
O 2.005525 -0.378226 1.555709 -0.1 -0.5 0.3
O 2.931335 0.622136 -0.500497 1.0 0.3 -0.8
S 0.977322 -1.603618 -0.996323 -1.6 2.6 2.2
S 1.844724 0.052196 0.204726 -1.7 0.9 0.7
H -1.492861 -0.892297 -0.976374 0.5 0.4 0.2
H 1.237246 1.604288 -1.695208 -1.4 -0.3 -0.6
H 0.551771 3.045679 -1.115724 -0.8 -0.9 0.0
H -0.751097 1.777566 -1.602982 1.7 0.3 -0.3
H -2.294040 -1.697628 1.431108 1.5 0.0 -1.3
H -0.546031 -1.884650 1.743189 -0.6 -0.5 -0.9
H -1.375740 -2.982555 0.463412 0.4 1.7 0.5


no.,calculated total energy (Ha)
1,-399.68979
2,-399.82340
3,-399.68949
4,-399.88734
5,-399.48571
6,-399.85494
7,-399.76086
8,-399.81322
9,-399.80373
10,-399.74320
11,-399.80388
12,-1196.11228